*i*
This record from the OMol25 dataset describes an isolated ion of composition C3H4N3O2 and charge +1. The level of theory is ωB97M-V/def2-TZVPD.

The geometry in ORCA input format:
```
! wB97M-V def2-TZVPD RIJCOSX def2/J DEFGRID3
* xyz 1 1
H 0.8490 -1.5207 0.4619
H 0.6006 2.7747 -0.0833
H 1.9130 1.9765 0.7410
N -0.9698 -1.1391 -0.3560
C -1.9114 -1.8111 -0.5283
N 0.9544 1.8340 0.2728
N 1.2629 -0.6063 0.3391
H 2.1686 -0.4726 0.7600
O -1.7599 0.8366 -0.5040
O -2.7267 -2.4859 -0.9234
C 0.5173 0.4703 0.0866
C -0.8980 0.1438 -0.2663
*
```

Molar mass   114.08 g/mol
HOMO energy   -15.79 eV
SMILES   NC(=[NH2+])C(=O)N=C=O

Here are the Löwdin charges for atoms 1 to 4, given in e: 0.143, 0.173, 0.158, 0.191

*ii*
This record from the OMol25 dataset describes a 2-piece molecular cluster, C3H4N3O2 overall. The level of theory is ωB97M-V/def2-TZVPD.

The geometry in ORCA input format:
```
! wB97M-V def2-TZVPD RIJCOSX def2/J DEFGRID3
* xyz 1 1
N 0.2512 -1.2174 -0.2207
O -1.7401 0.6316 0.0178
C 1.5273 -1.2311 -0.0720
H 2.1062 -2.3973 0.0670
O 4.0799 1.4059 0.0895
C -2.7889 1.1333 0.1163
H -0.2752 -2.0836 -0.2641
N -3.7995 1.7294 0.0436
N 3.2565 0.6025 0.0382
C 2.3618 -0.1528 -0.0130
H -0.3046 -0.3490 -0.2648
H -4.6748 1.9284 0.4622
*
```

Molar mass   114.08 g/mol
HOMO energy   -14.96 eV

Here are the Löwdin charges for atoms 1 to 4, given in e: 0.216, 0.105, -0.060, 0.252

List of relative energies, unit kcal/mol: *i* 0.0; *ii* 58.6

*i*
This record from the OMol25 dataset describes one molecule with the formula C20H30N2O5. The level of theory is ωB97M-V/def2-TZVPD.

The geometry in ORCA input format:
```
! wB97M-V def2-TZVPD RIJCOSX def2/J DEFGRID3
* xyz 0 1
H -6.9721 2.8284 0.6605
C -4.2464 -0.2493 0.1771
H -2.6046 -1.2311 1.1805
H 3.1482 -3.8880 -0.2063
H -4.9028 -0.2431 1.0473
C -2.1813 1.0092 -1.3965
H -2.5416 0.5325 1.2878
O -1.3013 -2.8995 0.0091
H 1.9391 0.2083 -0.3122
H 3.6600 0.9759 1.5996
H 6.8487 3.4275 -1.5648
H -4.4575 -1.1623 -0.3953
O 4.8327 -1.8313 -1.2855
H -3.9159 1.8767 -2.3613
C 5.9496 1.4472 -0.0710
H 6.4242 -0.5912 -0.4881
H 8.3723 3.4994 -0.6261
C -3.6664 0.9833 -1.7854
H -1.2212 -4.7198 1.0048
H 6.6048 -0.1314 1.2237
H -1.9986 -1.1245 -1.2107
N 4.6550 -0.5434 0.5514
H -4.6813 3.6146 1.4138
C -1.8532 -0.2411 -0.5813
H -1.3523 -4.8213 -0.7756
C -4.2470 2.6680 1.0993
C -5.0702 2.0930 -0.0616
H -3.2184 2.8503 0.7998
H 3.0786 -0.6736 1.9059
H 0.8065 -4.5567 -0.0564
H -2.7400 -4.2668 0.1924
C 0.3615 -1.1962 -0.1846
C 0.0255 -2.5634 -0.0961
H -6.5663 1.2207 1.2553
O -0.4894 -0.1383 -0.1770
C -1.6536 -4.2562 0.1122
H -3.8342 0.1100 -2.4301
C 2.7172 -1.7931 -0.2237
C 1.7063 -0.8425 -0.2395
C 5.9782 -0.0178 0.3329
H 4.6282 -0.1404 2.5850
C 1.0457 -3.5068 -0.1081
C -6.5193 1.8778 0.3908
H -1.9531 1.8914 -0.7980
C 3.9611 -0.0668 1.7219
H -7.0936 1.4296 -0.4151
C 4.1467 -1.3970 -0.3757
H 6.8110 3.9375 0.1354
C 7.3079 3.2846 -0.5850
C -2.7795 -0.3052 0.6325
O 4.9590 2.0979 -0.2642
C 2.3757 -3.1357 -0.1847
N -4.5751 0.8720 -0.6713
H -5.0851 2.8397 -0.8645
H -1.5615 1.0406 -2.2939
O 7.1929 1.9253 -0.1809
H -4.2541 1.9926 1.9513
*
```

Molar mass   378.47 g/mol
HOMO energy   -8.01 eV
SMILES   COC(=O)CN(C)C(=O)c1ccc(OC)c(OC2CCN(C(C)C)CC2)c1

Here are the Löwdin charges for atoms 1 to 4, given in e: 0.073, -0.165, 0.112, 0.120

*ii*
This record from the OMol25 dataset describes one molecule with the formula C20H30N2O5. The level of theory is ωB97M-V/def2-TZVPD.

The geometry in ORCA input format:
```
! wB97M-V def2-TZVPD RIJCOSX def2/J DEFGRID3
* xyz 0 1
H -5.4399 -1.1147 0.0339
N -2.1616 -1.8404 -3.1286
O 0.6385 0.8184 -1.0917
H -2.1136 -2.0639 2.7457
H -1.9769 1.4258 1.2863
H -0.2616 1.1941 -1.0191
H 2.1471 3.2384 2.0916
H -0.5024 -1.7412 -4.4478
H 3.2006 -0.3170 2.5058
H 1.5399 2.4980 0.5726
H 4.1959 2.5223 1.5404
C 3.0917 -0.2543 -0.4671
C -5.6299 1.0985 -0.2346
H 0.2654 -3.0553 -2.4375
H 0.1372 -1.6124 2.2653
H 2.8813 -0.2244 -1.5690
H 3.8580 -1.0757 -0.3306
C 0.2805 -1.9412 -2.3402
C 3.5947 2.1881 -1.2186
H -5.5297 3.3850 -0.4384
C -0.5569 -1.3586 1.4093
H -0.7662 -0.2709 -3.4477
H 1.3988 1.6165 2.2205
C 0.7208 -0.2824 -0.2087
C 2.0338 2.2536 1.5433
C -5.0360 2.4400 -0.1210
H -2.0270 -0.2701 2.7515
H -6.6579 1.0286 -0.6786
H -2.6487 -1.0116 -2.7638
C 0.9022 -3.9940 1.3439
C -3.7010 2.5406 0.4651
H 4.3201 3.0301 -1.0697
C -0.4353 -2.4293 0.2461
C 3.8165 1.1022 -0.0696
C -3.5770 -0.0362 0.7448
C -4.9479 -0.1166 0.1680
C 3.5000 1.6436 1.3760
O 0.7448 -3.2854 0.2075
C -0.7648 -1.3950 -3.4059
H -3.1574 3.5122 0.5990
O 1.9630 -0.6264 0.3497
O -2.9814 -1.2437 1.0596
C -1.9681 -1.1594 2.0787
H -1.3225 -3.0969 0.0861
H 4.8943 0.4178 2.6837
H 3.4824 1.1528 3.5014
H -1.1580 -0.8911 -1.0000
H 3.8090 1.6459 -2.1886
C -0.1523 -1.4087 -0.9273
C -3.0005 1.2941 0.8688
C 3.7926 0.6312 2.5436
H 1.2680 -1.4838 -2.6229
N 1.2814 -4.4003 2.3499
H -2.6660 -2.0372 -4.0000
H 4.9293 0.8876 -0.0930
O -0.0837 -0.0678 0.9741
H 2.5366 2.5402 -1.2918
*
```

Molar mass   378.47 g/mol
HOMO energy   -8.79 eV
SMILES   CC(C)[C@H](C)CO[C@]1(O)O[C@@H](COc2ccccc2)[C@H](OC#N)[C@@H]1CCN

Here are the Löwdin charges for atoms 1 to 4, given in e: 0.113, -0.021, 0.049, 0.147

List of relative energies, unit kcal/mol: *i* 0.0; *ii* 102.2

*i*
This record from the OMol25 dataset describes one molecule with the formula C6H3N. The level of theory is ωB97M-V/def2-TZVPD.

The geometry in ORCA input format:
```
! wB97M-V def2-TZVPD RIJCOSX def2/J DEFGRID3
* xyz 0 1
N -0.5286 1.1002 -0.1714
C 0.1408 0.0193 0.0555
H 2.0417 0.2679 1.0470
H 1.9674 -0.9398 -0.3464
H 1.7516 0.7033 -0.8659
C 1.5806 0.0005 -0.0055
C -1.9455 -1.1173 0.2155
C -1.8338 1.1979 -0.2157
C -2.5412 0.0508 0.0177
C -0.6329 -1.2828 0.2691
*
```

Molar mass   89.10 g/mol
HOMO energy (alpha / beta)   -9.58 / -9.68 eV
SMILES   CC1=C=C=C=C=N1

Here are the Löwdin charges for atoms 1 to 4, given in e: 0.082, -0.396, 0.135, 0.064

*ii*
This record from the OMol25 dataset describes one molecule with the formula C6H3N. The level of theory is ωB97M-V/def2-TZVPD.

The geometry in ORCA input format:
```
! wB97M-V def2-TZVPD RIJCOSX def2/J DEFGRID3
* xyz 0 1
H 0.0340 0.3945 1.5231
C -1.2048 -0.4313 -0.0213
C 0.0073 0.3183 0.4337
C 2.3014 -0.8280 -0.2771
C -0.0889 1.7225 0.0003
C -2.2405 -1.0233 -0.2881
H 3.3029 -1.1863 -0.4076
H -3.1505 -1.5569 -0.4799
N -0.2174 2.8066 -0.3634
C 1.2565 -0.2161 -0.1196
*
```

Molar mass   89.10 g/mol
HOMO energy   -10.79 eV
SMILES   C#CC(C#C)C#N

Here are the Löwdin charges for atoms 1 to 4, given in e: 0.158, -0.078, -0.323, 0.151

List of relative energies, unit kcal/mol: *i* 85.0; *ii* 0.0

*i*
This record from the OMol25 dataset describes one molecule with the formula C3H3N3S2. The level of theory is ωB97M-V/def2-TZVPD.

The geometry in ORCA input format:
```
! wB97M-V def2-TZVPD RIJCOSX def2/J DEFGRID3
* xyz 0 1
S 1.6111 -1.1281 -0.4393
S 1.7188 1.8346 0.1448
N -2.8419 1.3810 -0.6971
C -1.9987 0.5953 -0.3381
H 3.4100 -0.0869 0.1166
H -0.4164 -0.3757 -1.6339
N -1.0500 -0.9503 1.3379
H -1.6583 -0.2303 1.9898
C 2.4448 0.3414 0.0385
N -0.1071 -0.8655 -0.7087
C -1.1123 -0.5156 0.1894
*
```

Molar mass   145.21 g/mol
HOMO energy   -9.31 eV
SMILES   [H]/N=C(\C#N)NSC=S

Here are the Löwdin charges for atoms 1 to 4, given in e: 0.879, 0.586, 0.150, -0.123

*ii*
This record from the OMol25 dataset describes one molecule with the formula C3H3N3S2. The level of theory is ωB97M-V/def2-TZVPD.

The geometry in ORCA input format:
```
! wB97M-V def2-TZVPD RIJCOSX def2/J DEFGRID3
* xyz 0 1
S -2.5006 -0.4644 -0.0687
S 2.4526 -1.5814 -0.0787
C 0.1356 0.0689 -0.0054
N 1.1838 2.0265 -0.0312
N 0.0398 1.4152 -0.1395
C -0.7965 -0.8346 0.0091
H -0.4881 -1.8411 0.0668
C 1.5729 -0.1362 -0.0076
H -2.8863 -1.6830 0.2480
N 2.1061 1.1425 0.0342
H -0.8193 1.8876 -0.0269
*
```

Molar mass   145.21 g/mol
HOMO energy   -8.50 eV
SMILES   S=C1N=NN/C1=C\S

Here are the Löwdin charges for atoms 1 to 4, given in e: 0.824, 0.633, -0.419, 0.048

List of relative energies, unit kcal/mol: *i* 14.5; *ii* 0.0

*i*
This record from the OMol25 dataset describes a 2-piece molecular cluster, C5H6Br2 overall. The level of theory is ωB97M-V/def2-TZVPD.

The geometry in ORCA input format:
```
! wB97M-V def2-TZVPD RIJCOSX def2/J DEFGRID3
* xyz 0 1
C -0.1141 0.8722 0.4869
H -0.4241 -0.7578 -0.9315
H 1.1590 -0.6322 -0.1362
H -1.3877 -2.1842 3.0440
C 0.1131 -0.5130 -0.0357
C -0.7801 -1.6826 2.2575
Br -2.7137 0.3695 1.3334
Br 1.4818 -3.7696 1.4105
C -1.1796 1.3113 1.0903
C -0.4486 -1.1863 1.1971
H 0.6682 -4.7627 0.6276
H 0.7750 1.5830 0.4550
H -1.2983 2.2268 1.6776
*
```

Molar mass   225.91 g/mol
HOMO energy   -8.69 eV
SMILES   C#CC/C=C\Br.Br

Here are the Löwdin charges for atoms 1 to 4, given in e: -0.237, 0.115, 0.092, 0.065

*ii*
This record from the OMol25 dataset describes one molecule with the formula C5H6Br2. The level of theory is ωB97M-V/def2-TZVPD.

The geometry in ORCA input format:
```
! wB97M-V def2-TZVPD RIJCOSX def2/J DEFGRID3
* xyz 0 1
Br 2.3749 0.1386 -0.7861
C -0.9976 -1.2356 -0.8159
H -0.9725 0.6361 -2.0890
H 0.6176 2.4186 0.2412
H 0.6965 -2.0007 0.5555
H -1.5846 -2.0600 -1.2237
Br 1.2066 1.2088 2.3525
C -0.0300 -1.0866 0.4508
C 0.1359 1.3948 0.6207
H -0.4425 -0.8331 1.4944
C -0.5520 -0.0901 -1.3522
H -0.9124 1.3526 0.7983
C 0.4601 0.1565 -0.2464
*
```

Molar mass   225.91 g/mol
HOMO energy   -9.76 eV
SMILES   BrC[C@]1(Br)C=CC1

Here are the Löwdin charges for atoms 1 to 4, given in e: 0.647, -0.022, 0.124, 0.102

List of relative energies, unit kcal/mol: *i* 41.7; *ii* 0.0

*i*
This record from the OMol25 dataset describes one molecule with the formula C7H12N2O. The level of theory is ωB97M-V/def2-TZVPD.

The geometry in ORCA input format:
```
! wB97M-V def2-TZVPD RIJCOSX def2/J DEFGRID3
* xyz 0 1
C -1.4824 -0.9570 -1.6503
H -0.5986 1.4724 3.5287
H -1.4641 -0.4041 -2.5883
C 0.5357 0.5114 -1.6251
C 0.4948 -2.2190 0.6085
C 0.5628 -0.2058 1.6706
H 0.1722 0.5254 -2.6646
H -2.5694 -1.1833 -1.2503
H -1.0556 0.5022 -0.1595
N 0.0142 -0.9929 0.3442
H 0.3242 -3.1571 0.0345
H -1.5667 1.1533 2.1742
C -0.7345 1.6110 2.4499
H 1.4887 0.1238 -1.5426
O 0.3734 1.0696 1.7340
C -0.5362 -0.2071 -0.7362
H -1.0579 -1.9007 -1.9536
N 1.2110 -2.3654 1.6239
H 0.6119 1.5136 -1.2316
H -0.7954 2.7334 2.0572
C 1.3265 -1.1558 2.2687
H 1.8365 -1.0591 3.2400
*
```

Molar mass   140.19 g/mol
HOMO energy   -8.43 eV
SMILES   COc1cncn1C(C)C

Here are the Löwdin charges for atoms 1 to 4, given in e: -0.060, 0.100, 0.057, -0.011

*ii*
This record from the OMol25 dataset describes C7H12N2O as an isolated structure. The level of theory is ωB97M-V/def2-TZVPD.

The geometry in ORCA input format:
```
! wB97M-V def2-TZVPD RIJCOSX def2/J DEFGRID3
* xyz 0 1
H -4.3500 -0.2542 -0.9906
C -0.9430 0.1233 -0.9031
H 2.1388 1.5663 1.9242
N 0.1283 0.0967 -1.9112
C 2.1932 0.0193 0.3928
H 2.7788 -0.8877 0.1713
N -3.2728 0.5946 -1.7649
H -0.2155 -0.3169 -2.7815
H 3.7376 0.8244 1.7011
H 2.3841 0.7271 -0.4283
C -2.3353 -0.0038 -1.2893
H -3.5131 -0.9715 0.5896
C -0.3579 0.7902 0.3429
H 0.0352 -1.9864 -1.1554
H 0.4973 -1.0158 1.2418
C 2.6581 0.6189 1.7158
H -1.0408 0.7800 1.1989
H 2.4581 -0.0668 2.5532
C 0.7183 -0.3463 0.3980
O -3.8332 -1.1672 -0.2974
C 0.1182 -0.9337 -0.8822
H 0.0156 1.8093 0.1741
*
```

Molar mass   140.19 g/mol
HOMO energy   -9.16 eV

Here are the Löwdin charges for atoms 1 to 4, given in e: 0.186, -0.382, 0.074, 0.129

List of relative energies, unit kcal/mol: *i* 0.0; *ii* 49.1

*i*
This record from the OMol25 dataset describes one molecule with the formula C4H10OS2. The level of theory is ωB97M-V/def2-TZVPD.

The geometry in ORCA input format:
```
! wB97M-V def2-TZVPD RIJCOSX def2/J DEFGRID3
* xyz 0 1
H -0.1822 0.6856 1.9590
C 1.9214 -1.3719 0.0698
C -0.5323 0.9878 -0.9659
C -0.8920 0.0657 1.4562
H -0.5012 -0.8700 1.3931
H 1.6349 -1.8358 1.0203
C -1.4285 0.8445 0.2424
H 1.4919 1.2385 -2.0715
O 1.3415 2.6640 -0.1726
H 0.9526 -1.1319 -0.4370
S 1.1168 1.3507 -0.7135
H -1.5583 1.8075 0.6435
H -2.3252 0.2928 -0.0247
H 2.4897 -2.0431 -0.5567
H -1.7373 -0.0628 2.0573
H -0.7445 0.1921 -1.6454
S 2.7042 0.3299 0.2833
*
```

Molar mass   138.26 g/mol
HOMO energy   -8.40 eV
SMILES   CCC=[S@@H](=O)SC

Here are the Löwdin charges for atoms 1 to 4, given in e: 0.073, -0.421, -0.318, -0.103

*ii*
This record from the OMol25 dataset describes one molecule with the formula C4H10OS2. The level of theory is ωB97M-V/def2-TZVPD.

The geometry in ORCA input format:
```
! wB97M-V def2-TZVPD RIJCOSX def2/J DEFGRID3
* xyz 0 1
C 0.3949 0.2139 0.6394
H -2.8651 1.4921 0.0833
H -0.6659 -1.3507 0.4983
S 2.9171 -0.0709 -0.3160
C -0.8818 1.1872 0.8412
H 2.7152 -0.9386 1.0234
O 0.2555 -1.1645 0.9408
H -1.5350 1.3889 -1.3463
H 1.2197 0.4995 1.3402
H 0.7113 -0.3336 -1.5372
H -1.4422 1.1392 1.8860
S -2.3561 -0.7372 -0.3385
H -0.1565 2.1674 0.7678
C 1.1352 0.4026 -0.7467
C -1.8388 1.0829 -0.2332
H 0.8592 1.3662 -1.1195
H -2.7176 -0.5041 -1.6552
*
```

Molar mass   138.26 g/mol
HOMO energy   -8.93 eV
SMILES   O[C@@H](CS)CCS

Here are the Löwdin charges for atoms 1 to 4, given in e: -0.547, 0.082, -0.020, 0.595

List of relative energies, unit kcal/mol: *i* 22.0; *ii* 0.0